(1)
DFT (ωB97M-V/def2-TZVPD) results for a molecular structure, C14H27AsF6NO3.

Each line ends with the natural charge from an NBO analysis.
CARTESIAN COORDINATES (ANGSTROEM)
C 3.25435 -0.29123 2.00409  -0.644
C 3.49342 0.03713 0.40481  -0.421
C 3.46984 -1.28191 -0.56664  -0.418
C 2.00791 -2.03877 -0.66654  -0.432
C 1.49868 -1.98102 -2.21881  -0.407
C 0.62508 -0.66949 -2.64168  -0.434
C 0.53708 0.52657 -1.53187  -0.433
C -0.73338 1.53420 -1.94421  0.426
N -2.12190 0.94151 -2.03218  -0.686
C -2.98949 1.28631 -0.84190  -0.226
C -4.48714 0.60110 -1.13201  -0.427
C -4.88440 -0.56342 -0.03942  -0.418
C -4.69295 -2.04719 -0.74282  -0.631
C -0.49179 2.57339 -3.22119  -0.114
O -0.77832 3.95269 -2.70463  -0.533
C -0.27871 3.95691 -1.32064  0.988
O 0.34965 4.88594 -0.59408  -0.553
O -0.58960 2.57019 -0.86822  -0.561
H 4.29305 -0.44373 2.56940  0.227
H 2.79897 0.70438 2.47417  0.238
H 2.49797 -1.16074 2.20755  0.224
H 4.59856 0.48287 0.33423  0.201
H 2.77896 0.90747 0.08844  0.200
H 3.90094 -1.06439 -1.65781  0.196
H 4.24354 -2.05662 -0.09142  0.212
H 2.23123 -3.18828 -0.43324  0.215
H 1.22749 -1.70192 0.13688  0.225
H 0.81200 -2.94064 -2.39974  0.203
H 2.44268 -2.13087 -2.90845  0.208
H 1.16192 -0.19916 -3.59884  0.206
H -0.41769 -1.05941 -3.03878  0.202
H 1.50149 1.19161 -1.65332  0.235
H 0.31317 0.18857 -0.43513  0.252
H -2.12255 -0.10093 -2.07909  0.375
H -3.19166 2.42799 -0.68545  0.225
H -2.57534 0.72623 0.10327  0.189
H -5.30740 1.45719 -1.00733  0.209
H -4.59873 0.21582 -2.24188  0.214
H -4.36385 -0.45387 1.00289  0.223
H -6.05414 -0.45916 0.16926  0.201
H -5.55661 -2.26730 -1.53475  0.211
H -3.63326 -2.09662 -1.23673  0.199
H -4.78256 -2.86699 0.09143  0.217
H -1.08927 2.38117 -4.21388  0.231
H 0.68176 2.66650 -3.40168  0.184
F 1.13177 -1.78292 7.00445  -0.629
As 2.14590 -0.45030 6.29961  2.779
F 1.06850 0.78424 7.08474  -0.628
F 1.09122 -0.43004 4.82035  -0.632
F 3.15996 0.88250 5.59501  -0.629
F 3.22311 -1.68504 5.51485  -0.631
F 3.20056 -0.47050 7.77895  -0.628

Values from the calculation:
total charge	-1
frontier orbital gap	9.9	eV
lowest unoccupied orbital energy	2.0883	eV


(2)
DFT (ωB97M-V/def2-TZVPD) results for a single C14H27BN4O4 molecule.

Each line ends with the natural charge from an NBO analysis.
CARTESIAN COORDINATES (ANGSTROEM)
H 1.24363 -4.37002 3.35786  0.346
N 1.04350 -3.56796 2.79877  -0.807
C 0.18352 -3.63020 1.87482  0.609
N -0.73033 -4.79255 1.68902  -0.870
N 0.23938 -2.51002 1.01085  -0.657
C 0.77957 -1.26230 1.38958  -0.030
C 2.26670 -1.16839 0.95848  -0.457
C 2.60827 0.22965 0.65535  -0.293
B 4.16441 0.48309 0.29929  1.134
O 4.62234 -0.08007 -0.91562  -0.874
O 4.95650 1.19717 1.21703  -0.943
C 1.94876 1.36291 0.53239  -0.224
C 0.46346 1.29138 0.74435  0.080
O -0.31458 2.16780 -0.11708  -0.570
C -0.81690 1.73238 -1.44760  0.113
C -1.94849 2.63480 -1.94959  -0.424
C -3.12850 2.65433 -0.96688  -0.620
C 0.43609 1.87288 -2.36793  -0.416
C 0.25498 1.41032 -3.79274  -0.617
C -0.06627 -0.15442 0.68281  -0.079
N -1.42735 -0.20894 1.28355  -0.640
C -2.40956 -0.95732 0.65515  0.708
C -3.72015 -0.98404 1.37292  -0.706
O -2.15895 -1.60313 -0.31507  -0.650
H -1.26432 -4.80528 0.85991  0.377
H -0.56741 -5.69291 2.05418  0.392
H -0.63414 -2.45641 0.39661  0.414
H 0.63839 -1.18092 2.50191  0.216
H 2.98992 -1.53361 1.74990  0.245
H 2.50420 -1.79891 0.08130  0.244
H 5.55404 0.18502 -0.87950  0.477
H 5.63860 1.89166 1.06395  0.512
H 2.49812 2.31743 0.43750  0.222
H 0.19956 1.71352 1.66784  0.184
H -1.08060 0.71291 -1.48795  0.172
H -1.44057 3.61107 -1.95829  0.204
H -2.28517 2.40497 -2.97319  0.215
H -3.80762 3.51944 -0.86826  0.216
H -2.68331 2.63210 -0.00494  0.219
H -3.67088 1.68471 -1.05211  0.195
H 1.22073 1.30744 -1.86277  0.209
H 0.75759 2.93659 -2.18419  0.202
H -0.39649 2.09143 -4.30863  0.202
H 1.23444 1.41597 -4.33113  0.214
H -0.16267 0.43480 -3.82932  0.207
H -0.08139 -0.41970 -0.38527  0.233
H -1.53963 0.24108 2.22016  0.411
H -3.86103 -2.00480 1.74397  0.246
H -4.47919 -0.75529 0.60407  0.241
H -3.77118 -0.19967 2.09448  0.216

Values from the calculation:
total charge	0
relative energy (zero: lowest compared OMol25 entry of this formula, charge and spin)	0.0	kcal/mol
frontier orbital gap	8.7	eV
lowest unoccupied orbital energy	0.2828	eV
SMILES	[H]/N=C(\N)N[C@H]1CC(B(O)O)=C[C@@H](OC(CC)CC)[C@@H]1NC(C)=O


(3)
DFT (ωB97M-V/def2-TZVPD) results for 3 unconnected molecules or ions with the total composition C14H27BO9S2.

Each line ends with the natural charge from an NBO analysis.
CARTESIAN COORDINATES (ANGSTROEM)
C -2.44189 -3.18338 -6.30543  -0.300
C -1.77190 -2.52004 -5.37124  -0.039
C -0.95238 -1.86411 -4.12309  -0.446
C -0.60611 -3.07628 -3.09957  -0.449
B -0.92781 -2.75715 -1.53415  1.114
C -0.02743 -3.17796 -0.24683  -1.064
O -2.19229 -2.04109 -1.25405  -0.934
C -1.42924 -4.44818 -3.36226  -0.077
O -0.68681 -5.31823 -4.28963  -0.537
C 0.69788 -5.22528 -3.83996  0.811
O 1.53582 -6.16015 -3.68189  -0.536
C 0.84782 -3.61577 -3.54845  -0.513
H -2.86926 -4.04082 -6.95929  0.277
H -1.67101 -1.10047 -3.61481  0.259
H -0.03499 -1.28030 -4.49857  0.243
H -0.27783 -4.27427 0.01522  0.258
H -0.40936 -2.53167 0.65712  0.287
H 1.10399 -3.01241 -0.36436  0.240
H -2.88441 -2.72922 -1.47531  0.491
H -1.34913 -5.03293 -2.35529  0.180
H -2.57969 -4.38493 -3.48830  0.238
H 1.78956 -3.32134 -2.96213  0.250
H 1.01498 -3.23755 -4.64291  0.245
C -0.51637 0.40925 5.84609  -0.641
C -0.75088 0.86218 4.41629  -0.079
O 0.46138 0.87686 3.66280  -0.711
S 1.10263 -0.54047 3.20686  2.364
C 2.33030 0.10129 2.10427  -0.880
O 0.12630 -1.27287 2.44178  -0.940
O 1.78180 -1.12714 4.33575  -0.928
H -0.18747 -0.63201 5.88256  0.227
H -1.43349 0.48923 6.43444  0.215
H 0.26513 1.01103 6.31753  0.214
H -1.50168 0.23929 3.92152  0.194
H -1.13428 1.88575 4.42495  0.202
H 1.83546 0.58001 1.25875  0.262
H 2.93601 -0.73773 1.75890  0.249
H 2.95617 0.81123 2.64496  0.255
C -1.18384 5.10466 -0.63886  -0.642
C 0.32891 5.06051 -0.75581  -0.077
O 0.96336 5.50175 0.44485  -0.715
S 0.94101 4.51850 1.73375  2.363
C 2.08855 5.41988 2.73705  -0.881
O 1.53104 3.25607 1.37077  -0.939
O -0.35604 4.60136 2.35798  -0.925
H -1.54388 4.39425 0.10905  0.228
H -1.65480 4.85184 -1.59166  0.218
H -1.51723 6.09795 -0.32707  0.217
H 0.67624 4.05925 -1.02668  0.193
H 0.64469 5.73912 -1.55233  0.197
H 3.07077 5.39763 2.26390  0.252
H 2.13008 4.93129 3.71140  0.257
H 1.73160 6.44357 2.85137  0.256

Values from the calculation:
total charge	0
frontier orbital gap	9.8	eV
lowest unoccupied orbital energy	0.2075	eV
SMILES	C#CC[C@@]1(B(C)O)COC(=O)C1.CCOS(C)(=O)=O.CCOS(C)(=O)=O


(4)
DFT (ωB97M-V/def2-TZVPD) results for a molecular structure, C14H27F13InNO10P3.

Each line ends with the Mulliken charge.
CARTESIAN COORDINATES (ANGSTROEM)
N 2.23053 2.34031 -0.54457  -0.831
P 3.60347 1.73886 0.05881  0.495
O 3.38824 1.38051 1.73600  -0.373
O 4.81192 2.94753 -0.19049  -0.471
In 4.20700 -0.49801 -1.08462  0.702
C 2.46941 -1.90436 -0.55018  -1.028
C 1.16551 -1.01233 -0.29719  -0.641
C -0.17095 -1.88686 -0.04462  0.810
F -0.16055 -2.99121 -0.93862  -0.246
F -0.08147 -2.29854 1.32377  -0.322
C -1.43005 -0.92274 -0.30134  0.610
F -1.39353 -0.54255 -1.67412  -0.283
F -1.21145 0.22803 0.46504  -0.306
C -2.85538 -1.60750 -0.07709  0.726
F -2.80380 -2.79638 0.67992  -0.313
F -3.36332 -2.00509 -1.34718  -0.286
C -3.96684 -0.68500 0.59868  0.454
F -3.61172 -0.25950 1.90270  -0.258
F -5.09884 -1.52914 0.80145  -0.304
C -4.49604 0.52074 -0.30034  0.588
F -3.49614 1.29010 -0.89551  -0.243
F -5.32622 0.06143 -1.35715  -0.279
C -5.42341 1.56827 0.51504  0.585
F -6.51399 0.96962 1.12905  -0.215
F -5.90059 2.51176 -0.42536  -0.249
F -4.66135 2.33418 1.42156  -0.219
H 1.88832 1.71698 -1.28513  0.219
H 2.44146 1.16895 1.87393  0.241
H 4.33714 3.80249 -0.03928  0.315
H 4.37915 -0.23819 -2.84682  -0.326
H 5.74182 -1.12058 -0.33829  -0.332
H 2.32140 -2.70705 -1.34934  0.309
H 2.75418 -2.36186 0.45921  0.309
H 1.35987 -0.35415 0.61183  -0.109
H 1.03400 -0.34364 -1.20311  0.218
C -3.30169 -5.41472 -5.87274  -0.625
O -3.40700 -4.06875 -5.43084  -0.473
P -2.03709 -3.04480 -5.60963  1.304
O -1.87116 -3.41046 -7.08338  -0.661
O -1.15317 -4.02203 -4.62536  -0.331
C -1.50186 -4.03213 -3.23786  -0.539
O -0.75341 -1.90301 -5.63699  -0.411
C 0.38522 -2.17648 -6.43663  -0.557
H -3.83303 -5.52273 -6.81885  0.245
H -2.26751 -5.73849 -5.99295  0.305
H -3.77689 -6.05419 -5.12409  0.249
H -1.65825 -5.06387 -2.92236  0.292
H -2.41762 -3.46278 -3.04904  0.221
H -0.69106 -3.59169 -2.66037  0.279
H 0.17278 -1.95034 -7.48312  0.223
H 0.70588 -3.21392 -6.33099  0.278
H 1.19301 -1.52137 -6.10546  0.272
C 4.48025 3.12390 4.70478  -0.487
O 3.39535 2.41287 5.30712  -0.448
P 1.85759 3.17150 5.33836  1.195
O 1.96874 3.46912 3.84844  -0.538
O 2.47115 4.40460 6.24531  -0.296
C 2.77549 4.11548 7.60712  -0.732
O 0.30388 3.90279 5.42995  -0.465
C 0.03977 5.04094 4.62585  -0.512
H 4.68228 2.69999 3.72052  0.111
H 4.28429 4.19244 4.61095  0.323
H 5.36294 2.99160 5.33648  0.253
H 3.80358 4.41556 7.80885  0.234
H 2.67102 3.04760 7.82668  0.343
H 2.09738 4.67403 8.25453  0.262
H -0.17245 4.73478 3.60007  0.228
H 0.87318 5.74484 4.64589  0.270
H -0.84944 5.53469 5.02315  0.244

Values from the calculation:
total charge	-1
frontier orbital gap	3.7	eV
lowest unoccupied orbital energy	-1.3274	eV